*1*
The following is a quantum chemistry calculation of the molecule C6H15NO, from the OMol25 dataset.

For the orbital gap, the calculation gives 9.43 eV. The value obtained for the LUMO energy is 0.885 eV.

Cartesian coordinates (Å):
C (0.97, -0.62, -1.02)
N (1.22, -0.61, 0.37)
C (0.15, 0.10, 1.21)
C (-1.30, -0.34, 1.48)
C (-1.95, 0.57, 2.53)
O (-3.31, 0.18, 2.67)
C (1.88, 0.45, -1.86)
C (1.20, 0.39, -3.23)
H (-0.13, -0.37, -1.35)
H (1.19, -1.67, -1.52)
H (1.40, -1.54, 0.75)
H (0.71, 0.25, 2.27)
H (0.00, 1.02, 0.70)
H (-1.45, -1.29, 1.79)
H (-2.00, -0.17, 0.55)
H (-1.49, 0.45, 3.55)
H (-2.04, 1.56, 2.12)
H (-3.44, -0.72, 3.12)
H (2.03, 1.34, -1.31)
H (2.91, -0.01, -1.72)
H (2.11, 0.52, -3.90)
H (0.39, 1.10, -3.60)
H (0.93, -0.62, -3.63)

So, what does the Mulliken scheme give us? The charges, in e, come out as: -0.551 -0.229 -0.816 -0.376 -0.506 -0.550 -0.452 -1.010 0.153 0.332 0.269 0.243 0.352 0.530 0.143 0.299 0.320 0.310 0.387 0.229 0.321 0.294 0.308



*2*
The following is a quantum chemistry calculation of a structure of composition C6H15NO, from the OMol25 dataset.

For the orbital gap, the calculation gives 9.20 eV. The value obtained for the LUMO energy is 0.807 eV.

Cartesian coordinates (Å):
C (-0.98, 0.73, 0.02)
C (-2.17, 1.29, 0.79)
C (-1.40, -0.07, -1.22)
C (-0.33, -0.51, 1.20)
C (-0.52, -1.82, 1.13)
O (-0.07, 1.66, -0.24)
H (1.09, 1.19, -0.23)
H (-0.21, -0.06, 2.19)
H (-2.87, 0.50, 1.07)
H (-2.68, 2.02, 0.16)
H (-1.82, 1.80, 1.69)
H (-2.17, -0.80, -0.98)
H (-1.79, 0.64, -1.95)
H (-0.54, -0.57, -1.65)
H (-0.64, -2.33, 0.19)
H (-0.47, -2.47, 2.00)
C (2.68, -0.41, -1.11)
N (2.12, 0.39, -0.02)
H (1.50, -0.22, 0.65)
H (2.82, 0.90, 0.50)
H (3.11, 0.25, -1.86)
H (1.89, -0.99, -1.57)
H (3.45, -1.11, -0.76)

So, what does the Mulliken scheme give us? The charges, in e, come out as: 1.695 -1.654 -1.490 -0.817 -0.530 -0.823 0.464 0.337 0.345 0.411 0.376 0.349 0.406 0.172 0.229 0.272 -0.777 -0.398 0.262 0.278 0.330 0.234 0.327



The structure shown above that is least stable: *1*.